{"formula": "C8H12NOS", "method": "ωB97M-V with the def2-TZVPD basis set", "total_charge": 1, "e_above_lowest_kcal_mol": 67.2, "spin_multiplicity": 1, "lumo_energy_ev": [-5.64, -5.64], "total_energy_ha": -839.81428, "orbital_gap_ev": [6.88, 6.88], "mol_weight_g_mol": 170.26, "species": ["S", "O", "N", "C", "C", "C", "C", "C", "C", "C", "C", "H", "H", "H", "H", "H", "H", "H", "H", "H", "H", "H", "H"], "positions_angstrom": [[1.9792, -1.9821, -1.0003], [3.3665, -1.6892, -0.8054], [1.6202, -2.8030, 0.9846], [-0.8680, 2.5801, 0.6569], [-0.3681, -0.4362, -1.1474], [1.0954, -0.5001, -0.7682], [1.3894, 2.0621, -0.2811], [0.3778, 2.7223, 0.3095], [1.7725, 0.6476, -0.3746], [-1.7182, 1.7196, -0.2698], [-1.3797, 0.2055, -0.1550], [2.5205, -3.2247, 1.2055], [0.8989, -3.5184, 1.0209], [2.8514, 0.5066, -0.3205], [-2.3222, -0.3102, -0.3444], [2.1598, 2.6821, -0.7336], [1.4184, -2.0875, 1.6795], [-2.7565, 1.8486, 0.0305], [-1.3341, 3.0362, 1.5115], [-0.7034, -1.4577, -1.3449], [-1.0875, -0.0197, 0.8718], [-1.6194, 2.0452, -1.3043], [-0.4421, 0.1144, -2.0903]], "forces_ev_per_a": [[-0.87, 0.92, 0.58], [1.04, -0.21, -0.11], [-0.04, -0.04, -0.23], [-0.35, 0.41, -0.28], [-0.16, -0.11, 0.06], [-0.60, 2.43, 0.79], [0.07, 1.03, 0.27], [0.62, -2.79, -0.97], [0.52, -1.23, -0.13], [0.00, -0.03, 0.00], [-0.04, -0.03, -0.04], [0.00, -0.04, 0.00], [-0.01, -0.03, 0.02], [0.02, 0.03, 0.12], [0.01, -0.05, 0.11], [0.04, -0.02, -0.25], [-0.01, 0.09, -0.11], [-0.06, -0.01, -0.13], [0.07, -0.14, 0.46], [-0.15, 0.02, -0.13], [-0.06, -0.07, 0.08], [-0.06, 0.05, -0.03], [0.03, -0.17, -0.08]]}

{"formula": "C4H11CsO3", "method": "ωB97M-V with the def2-TZVPD basis set", "total_charge": 1, "spin_multiplicity": 2, "lumo_energy_ev": [-3.46, -4.76], "total_energy_ha": -404.56392, "orbital_gap_ev": [9.51, 8.21], "mol_weight_g_mol": 240.03, "species": ["Cs", "O", "O", "O", "C", "C", "C", "C", "H", "H", "H", "H", "H", "H", "H", "H", "H", "H", "H"], "positions_angstrom": [[-0.0019, -3.6691, -1.3615], [1.3373, 1.5511, 3.0954], [-0.2328, -0.5378, -2.8988], [1.1578, -0.9179, 0.9255], [-2.5543, 0.2289, -3.0155], [0.8449, -0.6008, 2.2726], [1.9377, 0.3219, 2.7691], [-1.0897, 0.5022, -2.7416], [-3.0124, -0.3107, -2.1732], [2.4301, -0.1317, 3.6471], [2.6992, 0.4597, 1.9783], [-2.6808, -0.3323, -3.9527], [-0.9218, 0.8632, -1.6979], [-3.0975, 1.1764, -3.1252], [1.5692, -0.1467, 0.4527], [0.8155, -1.5299, 2.8606], [-0.6883, 1.3484, -3.3461], [-0.1346, -0.1017, 2.3404], [1.6224, 1.8268, 3.9705]], "forces_ev_per_a": [[0.09, 0.38, 0.02], [0.12, 0.55, 0.33], [0.03, -0.48, 0.31], [0.00, -0.26, -1.74], [-0.32, 0.06, 0.06], [0.31, 0.17, -0.30], [0.07, -0.08, 0.99], [0.20, 0.53, -0.20], [0.08, 0.01, -0.37], [0.01, 0.28, -0.32], [-0.20, -0.06, 0.33], [0.06, 0.10, 0.35], [-0.02, -0.02, -0.22], [0.12, -0.21, 0.06], [-0.72, -0.98, 1.00], [-0.02, 0.13, -0.43], [-0.16, -0.18, 0.17], [0.34, -0.08, 0.07], [0.01, 0.14, -0.09]]}

{"formula": "C2H26F6O11P", "method": "ωB97M-V with the def2-TZVPD basis set", "total_charge": -1, "spin_multiplicity": 1, "lumo_energy_ev": 2.59, "total_energy_ha": -1860.29819, "orbital_gap_ev": 10.04, "mol_weight_g_mol": 371.18, "species": ["P", "F", "F", "F", "F", "F", "F", "O", "O", "O", "O", "O", "O", "O", "O", "O", "O", "O", "C", "C", "H", "H", "H", "H", "H", "H", "H", "H", "H", "H", "H", "H", "H", "H", "H", "H", "H", "H", "H", "H", "H", "H", "H", "H", "H", "H"], "positions_angstrom": [[-7.9792, 19.6912, -28.6218], [-8.6908, 19.5258, -30.1208], [-7.3588, 18.2619, -28.9205], [-8.6539, 21.2288, -28.5069], [-9.2966, 19.0151, -27.9135], [-7.3130, 19.8208, -27.1831], [-6.6849, 20.3890, -29.2488], [-7.8289, 21.9460, -24.6709], [-4.4075, 21.4150, -30.2498], [-4.5418, 19.2010, -27.1300], [-7.4921, 15.4024, -29.5984], [-10.9422, 22.4565, -29.3862], [-5.4184, 20.2194, -24.6795], [-6.2774, 22.4913, -27.0773], [-10.6937, 18.0136, -30.2737], [-11.8919, 19.0590, -28.0676], [-7.8360, 15.6248, -26.6961], [-8.6080, 16.8671, -31.5402], [-4.2481, 20.5128, -24.0248], [-3.7346, 19.1769, -23.3686], [-6.4083, 21.6043, -27.4124], [-8.4018, 16.4232, -32.3628], [-7.1608, 22.8518, -27.0008], [-10.5096, 23.2972, -29.2365], [-8.4297, 15.7825, -25.9620], [-10.1110, 18.7400, -30.4952], [-7.3105, 16.4226, -26.7554], [-10.1075, 17.2701, -30.1327], [-3.5539, 20.7614, -24.8275], [-11.3096, 18.7420, -28.7580], [-4.3545, 21.2572, -23.2357], [-5.3377, 21.2033, -30.1718], [-11.3427, 19.0859, -27.2840], [-7.9333, 21.8373, -23.7256], [-4.3924, 22.2964, -30.6229], [-7.9010, 15.8696, -30.3269], [-5.2855, 19.8555, -25.5579], [-7.1440, 16.0937, -29.0352], [-3.6439, 18.3242, -24.0416], [-4.3489, 18.8911, -22.5147], [-4.7824, 19.6394, -27.9462], [-10.6057, 21.8870, -28.6943], [-2.7651, 19.4040, -22.9252], [-7.0046, 21.5037, -24.8737], [-8.2995, 17.7642, -31.6678], [-5.1380, 18.4542, -27.0739]], "forces_ev_per_a": [[-3.11, 1.05, -0.28], [0.85, 1.15, 0.47], [0.79, -0.84, 0.69], [0.59, -1.79, 0.18], [1.28, 0.59, -0.62], [0.20, -0.23, 0.42], [0.49, 0.08, -0.62], [-0.63, 0.44, 0.10], [0.43, -0.08, -0.16], [0.38, -0.12, 0.40], [0.43, -0.81, 0.27], [-0.51, 0.30, -0.30], [-2.79, 0.55, 0.51], [0.59, 0.41, -0.01], [-1.11, -0.26, -0.09], [-0.98, 0.39, 0.77], [0.14, -0.31, 0.07], [0.06, -0.19, -0.55], [1.46, -2.79, -0.42], [0.35, 1.31, 0.63], [-0.09, -0.07, -0.03], [-0.01, -0.21, -0.25], [-0.28, -0.06, 0.12], [0.16, 0.11, 0.03], [-0.19, 0.11, 0.15], [0.01, 0.07, 0.02], [0.01, 0.30, 0.00], [0.10, -0.16, -0.02], [0.62, 0.71, 0.53], [0.22, -0.41, -0.61], [-0.19, 0.24, -0.38], [-0.28, -0.06, 0.09], [0.07, 0.06, 0.05], [-0.05, -0.08, 0.15], [0.06, 0.20, 0.01], [-0.09, 0.37, -0.19], [0.59, 0.13, -0.38], [-0.12, 0.04, 0.08], [-0.06, 0.29, -0.22], [-0.35, -0.02, -0.16], [-0.07, 0.30, -0.38], [0.15, -0.35, 0.12], [0.37, -0.24, -0.07], [0.63, -0.33, -0.17], [0.10, 0.46, 0.21], [-0.19, -0.27, -0.16]]}

{"formula": "C17H22F3INO8S", "method": "ωB97M-V with the def2-TZVPD basis set", "total_charge": 1, "spin_multiplicity": 1, "lumo_energy_ev": -4.83, "total_energy_ha": -2312.80813, "orbital_gap_ev": 7.11, "mol_weight_g_mol": 584.33, "species": ["I", "S", "F", "F", "F", "O", "O", "O", "O", "O", "O", "O", "O", "N", "C", "C", "C", "C", "C", "C", "C", "C", "C", "C", "C", "C", "C", "C", "C", "C", "C", "H", "H", "H", "H", "H", "H", "H", "H", "H", "H", "H", "H", "H", "H", "H", "H", "H", "H", "H", "H", "H", "H"], "positions_angstrom": [[1.9914, 3.4391, 0.8174], [2.4535, -3.0227, -1.0291], [0.3010, 0.7168, 3.0399], [2.1539, 0.6259, 4.1499], [0.9867, -1.1528, 3.9045], [-1.3959, 0.5507, -1.2993], [4.7572, 1.8850, 2.7411], [-2.0509, 3.5284, 0.5599], [-2.4827, -3.3880, -4.2288], [-0.5279, -1.4451, 1.5388], [-0.4964, -2.4749, -3.8689], [-1.3575, -3.8708, -2.3414], [2.6848, 2.6826, 2.5333], [2.6345, -1.7132, 0.1312], [-1.2055, -1.2711, 0.3012], [-0.8270, -2.1498, -5.2294], [1.3681, -0.0285, 3.2956], [-1.2099, 1.9139, -0.9473], [4.0191, 0.1659, 0.5681], [-1.4479, -3.3009, -3.3851], [-1.5607, 2.2097, 0.5004], [3.6437, 1.7541, 2.3853], [1.8255, -1.4416, 1.2043], [-2.3273, -2.3881, -5.2487], [2.1614, -0.3418, 2.0227], [-0.4943, -0.3306, -0.6695], [3.2360, 0.4808, 1.6745], [0.5922, -2.2773, 1.4820], [-2.3269, 3.4982, 3.0057], [-2.9326, 3.7684, 1.6461], [3.7130, -0.9461, -0.1740], [0.2942, 0.2230, -0.1530], [0.4492, -3.0573, 0.7421], [-1.3882, -2.2262, -0.1748], [-2.6997, -2.7634, -6.1966], [-1.3244, 3.9122, 3.0758], [4.3030, -1.2446, -1.0220], [-0.5437, -1.1247, -5.4481], [-2.8951, -1.5047, -4.9569], [-0.6677, 2.1327, 1.1210], [-0.0136, -0.9086, -1.4576], [0.7224, -2.7586, 2.4432], [-2.9470, 3.9611, 3.7656], [-0.2869, -2.8275, -5.8911], [-1.8466, 2.5035, -1.5944], [-2.1727, -0.8466, 0.5401], [-2.2747, 2.4386, 3.2362], [4.8595, 0.7847, 0.3069], [-0.1645, 2.1640, -1.1405], [-3.2231, 4.8090, 1.5785], [-3.8264, 3.1566, 1.5082], [2.0799, -3.9936, -0.1960], [-2.3129, 1.4942, 0.8331]], "forces_ev_per_a": [[-0.02, 0.06, 0.08], [-0.45, 0.16, -0.26], [0.00, 0.14, 0.10], [0.06, 0.06, 0.18], [-0.13, 0.04, 0.13], [-0.09, 0.02, -0.02], [1.08, 0.16, 0.53], [0.12, 0.17, -0.11], [-0.12, 0.02, -0.09], [0.03, -0.14, 0.31], [0.19, 0.17, -0.14], [0.03, 0.05, 0.13], [-0.21, 0.31, -0.08], [0.11, 0.03, 0.53], [-0.17, 0.29, -0.14], [-0.10, 0.00, -0.07], [0.10, -0.20, -0.22], [0.10, -0.33, 0.01], [-0.36, -0.50, -0.17], [0.06, -0.11, 0.18], [-0.10, 0.32, -0.16], [-0.68, -0.29, -0.27], [0.69, 0.20, -0.18], [0.05, 0.07, -0.08], [0.18, -0.14, -0.55], [0.11, -0.04, -0.27], [-0.44, -0.19, -0.22], [-0.11, 0.06, -0.24], [0.03, -0.06, 0.02], [0.05, -0.17, 0.10], [-0.08, 0.54, 0.54], [0.00, 0.16, 0.20], [0.07, -0.10, -0.28], [0.01, -0.43, -0.06], [-0.02, -0.13, 0.05], [0.11, 0.15, 0.02], [0.05, -0.16, -0.12], [0.02, 0.03, 0.13], [0.01, 0.01, 0.02], [-0.06, -0.29, 0.30], [0.12, -0.16, -0.18], [-0.02, -0.10, 0.16], [-0.06, 0.08, 0.18], [-0.02, -0.02, 0.01], [-0.12, 0.05, -0.12], [-0.10, 0.12, 0.16], [0.05, -0.20, -0.01], [0.16, 0.04, -0.07], [0.13, 0.26, -0.15], [-0.01, 0.20, -0.18], [-0.18, -0.05, -0.01], [0.06, -0.05, 0.31], [-0.14, -0.11, 0.10]]}